Entry 1:
23
Properties=species:S:1:pos:R:3:forces:R:3 method="wB97M-V/def2-TZVPD" charge=0 de_lowest_kcal_mol=166.7 e_homo_ev="-8.153 / -8.152" energy_ev=-31190.871 largest_force_ev_per_a=5.0 smiles="C=S(=C)(S)Cc1ccccc1" lumo_ev="-0.661 / -0.661"
C -2.014093 -2.051552 0.241142 -2.86 0.34 0.28
S -1.955245 -0.396067 -0.200638 1.46 -1.41 0.10
C -1.370302 -0.287643 -1.787195 -0.12 -0.52 3.43
S -3.867924 0.873909 0.476067 0.49 2.08 -3.10
C -0.776820 0.468571 0.953793 1.59 -1.85 0.98
C 0.751411 0.278384 0.680782 -0.34 1.45 -0.57
C 1.474891 1.464671 0.353516 -1.38 -1.52 -0.01
C 2.763281 1.361687 -0.135761 -2.62 -3.57 2.34
C 3.365567 0.129796 -0.070372 1.43 -0.45 -1.23
C 2.737328 -1.011791 0.375026 1.48 1.35 -0.33
C 1.464535 -0.922929 0.752182 -2.82 0.33 0.13
H -2.726102 -2.088378 1.229696 1.65 -0.23 -2.48
H -2.466441 -2.573982 -0.732970 0.79 0.88 2.35
H -1.247840 0.713019 -1.998298 0.44 2.08 -1.06
H -2.038229 -0.876597 -2.320543 -0.99 -0.87 -1.54
H -3.903434 1.958281 -0.789150 0.23 -2.61 2.96
H -1.122264 1.457739 0.793600 0.11 1.16 0.35
H -0.862124 0.120044 2.035539 -1.03 0.36 -1.53
H 0.929351 2.385058 0.460775 0.10 0.44 -0.29
H 3.321263 2.130055 -0.370993 2.47 4.05 -1.44
H 4.349201 0.043415 -0.515823 0.23 0.00 0.28
H 3.197313 -1.952730 0.452128 0.86 -0.93 -0.18
H 1.040349 -1.870267 0.954117 -1.19 -0.53 0.54

Entry 2:
18
Properties=species:S:1:pos:R:3:forces:R:3 method="wB97M-V/def2-TZVPD" charge=0 e_homo_ev=-8.960 energy_ev=-29729.091 largest_force_ev_per_a=6.4 lumo_ev=0.677
C 0.981554 -0.708997 -1.602038 0.05 -0.78 -0.09
C 1.174437 -2.218652 -1.513438 -0.01 0.12 -0.59
C -1.195300 1.059251 1.350180 -1.17 1.28 2.69
C -1.577891 2.525841 1.325752 -0.06 -0.20 -0.22
H 0.221757 -0.835990 0.614478 -0.18 0.23 -0.14
H 1.939683 -0.195795 -1.463608 -0.09 -0.02 0.03
H 0.608217 -0.438437 -2.593881 0.01 -0.04 0.06
H 0.217431 -2.725219 -1.662372 0.09 0.05 0.00
H 1.862133 -2.544984 -2.308509 -0.08 -0.07 0.14
H 2.547211 -2.320357 -0.145292 -0.06 -0.06 0.06
H -0.125250 0.936992 1.531739 -0.54 0.44 0.39
H -1.741525 0.526618 2.132153 -0.10 0.12 0.09
H -1.438053 0.602214 0.384486 -2.06 1.14 1.84
H -2.648058 2.659536 1.156209 0.16 0.00 0.04
H -1.028691 3.070236 0.554691 -0.05 -0.07 0.09
O 1.639198 -2.629715 -0.241536 0.20 0.04 0.16
S -0.234693 -0.088339 -0.404441 3.85 -2.20 -4.59
Cl -1.202161 3.325797 2.885426 0.03 0.03 0.02

Entry 3:
73
Properties=species:S:1:pos:R:3:forces:R:3 method="wB97M-V/def2-TZVPD" charge=+1 de_lowest_kcal_mol=84.7 e_homo_ev=-11.570 energy_ev=-102480.611 largest_force_ev_per_a=10.3 lumo_ev=-3.724
Zn -0.564473 -1.738366 -1.987297 0.70 2.12 1.28
O -0.416276 -0.645716 -0.422831 -0.98 -0.77 -0.55
H 0.289009 -0.288645 0.103120 0.69 -0.03 -0.41
C -0.668299 -0.444989 2.688757 -0.40 -2.46 1.07
O -1.362331 0.771987 2.570052 -5.29 -7.07 5.34
C -2.161134 1.073918 3.604133 -0.17 -0.95 0.64
O -2.194971 0.468350 4.630865 -0.09 -0.18 0.79
O -2.857337 2.136487 3.287092 -0.18 0.48 -0.70
C -3.676530 2.707753 4.301714 -0.58 0.41 0.37
H -0.062805 -0.492139 3.597392 -1.53 -0.13 0.08
H 0.053694 -0.551887 1.878276 -0.90 -0.41 0.30
H -1.304787 -1.332407 2.653200 -0.31 0.25 0.05
H -3.172865 2.709093 5.265359 0.10 0.10 -0.09
H -4.634143 2.197034 4.416187 0.22 -0.36 -0.17
H -3.907545 3.709885 3.949336 0.24 0.05 0.14
C 2.020817 -3.412791 -4.535993 -0.17 0.46 -0.37
O 3.010216 -2.772692 -3.724326 0.14 -0.20 -0.15
C 2.604094 -2.083210 -2.690304 1.35 0.09 -1.06
O 1.479759 -2.075713 -2.231439 -1.87 -0.56 -0.01
O 3.593928 -1.363194 -2.228063 -1.05 -0.56 0.80
C 3.227235 -0.696856 -1.003823 0.36 1.18 1.11
H 1.382960 -2.632129 -4.960442 -0.22 -0.19 0.17
H 1.457981 -4.152694 -3.972306 0.02 -0.01 -0.03
H 2.547452 -3.855483 -5.375285 0.14 -0.20 0.23
H 4.054109 -0.783838 -0.304686 0.23 0.13 -0.27
H 2.344804 -1.062062 -0.476657 0.10 -0.49 -0.55
H 3.006460 0.343982 -1.229049 0.30 0.07 0.01
C -0.189823 1.794949 1.447906 1.71 4.16 -3.87
O 0.681063 2.819643 1.906787 0.75 0.22 0.01
C 1.927162 2.827362 1.447058 -0.17 0.33 0.18
O 2.449420 2.007474 0.735876 0.01 -0.61 -0.46
O 2.501180 3.915602 1.909340 -0.05 0.80 1.06
C 3.841122 4.236501 1.577910 0.28 -0.51 -1.67
H -1.163795 1.952840 1.904234 2.27 3.36 -2.41
H 0.161549 0.789771 1.669017 1.21 2.14 -1.02
H -0.360492 1.907746 0.375698 0.51 -0.14 -0.47
H 4.249091 4.963758 2.266671 -0.25 -0.10 0.29
H 3.825949 4.658260 0.566499 0.10 0.23 0.17
H 4.463208 3.345691 1.477436 -0.04 -0.02 0.47
C -3.891500 -1.197648 -3.980977 0.17 -0.87 -1.21
O -4.320593 -0.805482 -2.688625 0.36 0.31 -0.13
C -3.611924 -1.203248 -1.658674 -1.24 0.56 0.15
O -2.583280 -1.851637 -1.679002 1.30 -0.91 -0.74
O -4.216882 -0.835823 -0.567302 0.09 0.28 0.20
C -3.454953 -1.024951 0.629601 0.86 -1.08 0.73
H -4.305322 -2.183301 -4.205703 0.03 0.04 0.07
H -2.811301 -1.245961 -4.125113 0.01 0.15 0.50
H -4.260492 -0.514005 -4.741109 -0.30 0.27 0.43
H -3.173856 -2.076879 0.737465 -0.31 -0.06 -0.13
H -4.054891 -0.773335 1.495142 -0.23 0.41 -0.25
H -2.489297 -0.523943 0.585159 -0.24 0.47 -0.12
C 2.139236 -0.490914 3.164256 1.03 1.80 -0.68
O 1.830740 -1.679331 2.452285 -0.26 -0.42 0.52
C 2.871914 -2.410320 2.025782 -0.18 0.73 0.18
O 4.011531 -2.085050 2.138130 0.52 -0.06 0.06
O 2.483233 -3.514639 1.423314 0.30 -0.87 -0.50
C 1.120573 -3.770943 1.157329 -1.04 -0.40 0.32
H 1.181723 -0.002682 3.318711 1.55 0.04 0.46
H 2.706106 0.183578 2.513486 0.05 -0.18 -0.09
H 2.742044 -0.557767 4.066596 -0.25 -0.80 0.12
H 0.515385 -3.874418 2.062930 0.22 0.45 0.12
H 1.026185 -4.756853 0.705135 0.51 0.11 -0.33
H 0.686498 -3.005982 0.512635 0.01 0.06 0.03
C 0.600066 2.127010 -2.768204 -0.13 -0.48 -0.02
C -0.635332 1.317081 -3.074292 -0.13 0.51 -0.09
O -0.587399 0.104088 -3.189005 0.08 -0.96 -0.11
C -1.943639 2.025264 -3.270861 0.30 0.97 -0.02
H 1.062079 2.486693 -3.691383 -0.11 -0.16 -0.16
H 1.296527 1.460476 -2.264556 0.13 0.19 0.10
H 0.391710 3.020974 -2.185391 -0.13 -0.13 0.19
H -1.782763 3.095463 -3.128925 -0.20 -0.05 0.10
H -2.702852 1.691071 -2.564959 0.04 -0.19 -0.01
H -2.313919 1.920106 -4.291286 0.03 -0.36 0.01

Entry 4:
28
Properties=species:S:1:pos:R:3:forces:R:3 method="wB97M-V/def2-TZVPD" charge=+1 de_lowest_kcal_mol=21.2 e_homo_ev="-12.934 / -12.935" energy_ev=-15179.842 largest_force_ev_per_a=2.2 s_squared=0.772 multiplicity=2 lumo_ev="-3.763 / -6.927"
C -0.954684 -0.825454 3.217222 0.00 0.21 0.20
C -1.542414 0.005825 2.072145 0.87 0.71 0.95
O 0.135171 -0.141217 3.839958 -0.19 -0.15 -0.28
H -1.677503 -1.023346 4.006383 -0.02 0.04 -0.04
H -0.581929 -1.779401 2.840358 -0.22 -0.24 0.01
H -2.611219 -0.102282 1.922685 0.02 -0.61 -0.51
H 0.862449 -0.175939 3.212206 0.21 0.12 0.16
H -0.854991 -0.130562 1.234209 -0.80 0.00 -0.23
H -1.435311 1.058232 2.356839 0.05 -0.03 0.11
C -2.572949 -0.341422 -1.182339 -0.35 0.25 -1.83
C 0.015777 -0.168765 -0.972885 -0.64 -0.78 -1.45
C -1.267026 0.315912 -1.338056 0.78 -0.05 2.06
C 0.943814 0.803336 -1.349457 0.59 -0.03 1.38
C -1.047869 1.699029 -1.618354 -1.24 0.42 0.01
C 0.429238 -1.444012 -0.545808 -0.27 0.20 -0.05
C 2.285604 0.557122 -1.219369 0.40 0.75 -0.91
C 1.773744 -1.734339 -0.561095 0.11 0.13 0.21
C 2.696629 -0.733320 -0.899926 -0.20 -0.50 0.32
N 0.231318 1.997537 -1.608251 0.71 -0.63 -0.34
H -0.313649 -2.132276 -0.157175 0.12 -0.16 -0.25
H -2.725598 -1.138010 -0.460339 0.43 0.38 0.43
H -2.719429 -0.854155 -2.149931 -0.23 0.03 0.05
H -1.844954 2.430710 -1.682805 0.29 0.11 -0.30
H 0.689504 2.892526 -1.703327 -0.36 0.12 -0.15
H 3.018162 1.314363 -1.479625 0.01 -0.06 0.15
H 2.096759 -2.720265 -0.259330 0.19 0.05 -0.02
H 3.753435 -0.957716 -0.863589 0.02 0.03 -0.03
H -3.333142 0.440130 -1.169739 -0.27 -0.32 0.36

Entry 5:
11
Properties=species:S:1:pos:R:3:forces:R:3 method="wB97M-V/def2-TZVPD" charge=0 de_lowest_kcal_mol=113.0 e_homo_ev=-9.260 energy_ev=-23094.705 largest_force_ev_per_a=1.5 lumo_ev=-0.023
C -1.544396 0.476542 -0.069527 -0.92 -1.17 0.38
C -1.260885 -0.820529 -0.220104 0.55 0.32 -0.17
C -0.077230 2.403196 -0.762974 -0.17 -0.18 0.15
N -0.727194 1.496542 -0.406766 0.92 1.12 -0.45
N 2.048228 -0.288114 0.617390 -0.84 -0.37 -1.00
O 1.665195 -1.044655 1.419966 -0.14 -0.67 1.30
O 2.863469 0.541926 0.583565 0.79 0.82 -0.05
O 1.311325 -0.398760 -0.727387 0.57 0.51 -0.20
S 0.212543 -1.567815 -0.798255 -0.52 -0.29 -0.08
H -2.500658 0.776429 0.343559 0.03 -0.06 -0.04
H -1.990396 -1.574759 0.020532 -0.26 -0.03 0.15

Entry 6:
57
Properties=species:S:1:pos:R:3:forces:R:3 method="wB97M-V/def2-TZVPD" charge=0 de_lowest_kcal_mol=9.3 e_homo_ev=-8.028 energy_ev=-32425.469 largest_force_ev_per_a=0.7 smiles="CCOC(=O)c1c(C)c(-c2ccccc2)n(CC(=O)NCCC(C)C)c1C" lumo_ev=0.655
C -6.170693 -0.987547 -2.165959 0.37 -0.04 0.29
C -5.350384 -1.715594 -1.117450 -0.43 -0.43 -0.06
O -4.219311 -0.913083 -0.795779 0.16 0.32 -0.04
C -3.381975 -1.417631 0.127167 -0.08 -0.47 0.21
O -3.575530 -2.495460 0.650670 -0.09 0.11 -0.11
C -2.253808 -0.539581 0.406651 0.48 0.22 0.26
C -1.896847 0.675161 -0.252877 0.29 0.06 0.12
C -2.581042 1.295164 -1.420586 0.05 0.08 -0.05
C -0.753816 1.136559 0.357677 -0.47 0.02 -0.42
C 0.019864 2.339347 0.055824 0.11 0.18 -0.04
C 1.394492 2.288114 -0.172698 -0.08 0.05 -0.02
C 2.098733 3.439109 -0.474432 0.11 0.03 0.00
C 1.444780 4.656583 -0.558959 0.02 0.06 -0.02
C 0.078598 4.717825 -0.339366 0.01 0.11 -0.05
C -0.628705 3.570705 -0.032716 0.06 -0.09 0.06
N -0.410221 0.253303 1.363410 -0.28 -0.08 -0.07
C 0.701462 0.390332 2.256656 0.50 -0.02 0.43
C 1.933014 -0.459823 1.898258 -0.53 0.14 -0.05
O 2.909869 -0.468062 2.614419 0.27 0.13 0.30
N 1.824157 -1.170527 0.761436 -0.16 -0.18 -0.36
C 2.905018 -1.967923 0.226568 0.24 0.09 -0.10
C 3.459464 -1.355128 -1.060405 0.00 -0.45 0.08
C 4.490568 -2.247089 -1.759034 0.05 0.30 -0.04
C 5.746916 -2.424902 -0.910329 -0.26 -0.14 -0.12
C 4.856107 -1.645061 -3.114939 -0.13 -0.23 0.17
C -1.311096 -0.760865 1.403983 -0.43 -0.30 -0.16
C -1.221842 -1.855381 2.402007 -0.02 -0.04 0.07
H -7.042882 -1.580708 -2.425038 -0.09 -0.05 -0.04
H -5.574899 -0.821606 -3.059629 0.00 0.02 -0.13
H -6.496228 -0.024104 -1.782914 -0.09 0.10 -0.01
H -5.004476 -2.688813 -1.485880 -0.08 0.14 0.10
H -5.933759 -1.890847 -0.205798 0.11 -0.02 -0.15
H -2.758163 0.549733 -2.192737 -0.03 0.06 -0.08
H -1.974352 2.099321 -1.831205 -0.02 0.04 -0.06
H -3.550634 1.694957 -1.127409 -0.08 0.06 -0.09
H 1.914593 1.342618 -0.130819 0.04 -0.10 -0.01
H 3.163446 3.383826 -0.647790 0.09 0.00 -0.02
H 1.997429 5.553610 -0.795167 0.04 0.07 -0.02
H -0.436807 5.665080 -0.401843 -0.04 0.07 0.00
H -1.690257 3.621243 0.157116 -0.10 -0.01 0.02
H 1.024785 1.435061 2.278818 -0.06 -0.19 0.04
H 0.404821 0.113150 3.272763 0.07 0.05 -0.13
H 0.986803 -1.093271 0.203664 -0.01 0.09 0.15
H 3.671582 -2.005119 1.002055 -0.08 -0.11 -0.08
H 2.538645 -2.981249 0.031449 0.08 0.02 0.05
H 3.915346 -0.389987 -0.828556 -0.01 0.11 -0.01
H 2.626368 -1.176501 -1.746895 -0.02 0.08 -0.02
H 4.038534 -3.231523 -1.926835 -0.02 0.01 0.00
H 6.180197 -1.457097 -0.668141 0.08 0.14 0.05
H 5.525930 -2.945884 0.016905 0.06 -0.05 0.15
H 6.488229 -3.004821 -1.455296 0.12 -0.06 -0.01
H 3.973532 -1.535730 -3.741334 -0.07 0.05 -0.11
H 5.307584 -0.664087 -2.983420 0.07 0.15 -0.01
H 5.567430 -2.281857 -3.635235 0.10 -0.03 -0.10
H -1.398393 -1.474219 3.408998 0.02 -0.02 0.10
H -0.238136 -2.324146 2.385585 0.07 -0.06 0.04
H -1.979727 -2.598716 2.174546 0.06 0.00 0.05